Computed, not measured: an isolated molecule of C16H22O4S in a non-equilibrium geometry, with wB97M-V/def2-TZVPD.

ORCA input file:
```
! RIJCOSX wB97M-V def2-TZVPD def2/J DEFGRID3
* xyz 0 1
C 4.1441 -1.6553 3.9420
S 2.7102 -2.7726 3.7305
C 1.7277 -2.1386 2.2946
C 1.3583 -0.7169 2.3215
C 0.7411 -0.1810 1.2149
O 0.3585 1.1380 1.2937
C -0.8787 1.7052 0.5941
C -2.1525 0.8486 0.7562
C -0.9737 3.0967 1.3293
C -0.6689 2.0473 -0.8520
O 0.5027 2.0713 -1.2954
O -1.8830 2.3881 -1.6079
C -1.7195 2.8021 -3.0074
C -3.1248 3.3541 -3.5490
C -1.2492 1.6868 -3.9670
C 0.5701 -0.9034 0.0498
C 0.9652 -2.2606 -0.0171
C 1.5680 -2.9301 1.1186
C 1.7957 -4.4102 1.0475
C 0.7998 -5.3203 0.1886
O 2.9154 -4.8518 1.2674
H 3.6814 -0.8382 4.5484
H 4.4681 -1.2446 2.9361
H 5.0089 -2.0225 4.3954
H 1.3877 -0.0350 3.2322
H -2.9836 1.4438 0.3290
H -2.2006 0.4863 1.7641
H -1.9882 -0.1165 0.1522
H -0.9516 3.1458 2.3995
H -0.0822 3.8156 1.0571
H -1.8331 3.5915 0.9587
H -1.0156 3.7005 -2.9198
H -2.8657 4.0426 -4.3430
H -3.8321 2.6012 -3.9689
H -3.5323 3.8684 -2.6661
H -1.1987 2.1516 -4.9873
H -0.1987 1.5001 -3.8150
H -1.8583 0.8138 -3.9724
H 0.1565 -0.5575 -0.8785
H 0.7348 -2.7202 -0.9801
H -0.1735 -5.1505 0.6278
H 1.0512 -6.3487 0.2005
H 0.7191 -5.1249 -0.9233
*
```

As for the SMILES: CSc1cc(OC(C)(C)C(=O)OC(C)C)ccc1C(C)=O. The calculation puts the strongest force on any atom at 4.48 eV Å⁻¹. The HOMO-LUMO gap is 8.73 eV.

***

Computed, not measured: an isolated molecule of C16H22O5 in a non-equilibrium geometry, with wB97M-V/def2-TZVPD.

ORCA input file:
```
! RIJCOSX wB97M-V def2-TZVPD def2/J DEFGRID3
* xyz 0 1
C 3.1158 3.2203 -0.5196
C 2.7220 2.5090 0.7760
C 1.2365 2.7287 1.1597
C 0.9536 2.1756 2.5402
C 1.1502 0.6806 2.7864
C 0.2349 -0.2359 1.9772
C 0.6046 -1.7266 2.1229
C -0.3879 -2.6723 1.4171
C -0.2981 -2.5565 -0.1235
O 0.7114 -2.9886 -0.6498
C -1.3743 -1.9924 -0.8837
C -1.1855 -0.8983 -1.6974
O 0.0166 -0.2479 -1.6191
C 0.7922 -0.3604 -2.7983
O -2.1716 -0.3951 -2.5172
C -3.4202 -0.9786 -2.5556
C -4.4778 -0.4579 -3.4319
O -4.3929 0.6260 -3.9560
C -3.7136 -2.0492 -1.7345
C -2.6968 -2.5577 -0.8287
O -2.9316 -3.5894 -0.2139
H 4.1978 3.1225 -0.6817
H 2.8899 4.2573 -0.4654
H 2.5719 2.7511 -1.3437
H 3.3999 2.8607 1.5939
H 2.9428 1.4364 0.6746
H 0.6077 2.2657 0.3739
H 1.0523 3.7974 1.1488
H -0.0977 2.3991 2.7357
H 1.5820 2.7079 3.2179
H 2.2003 0.4200 2.5782
H 0.9910 0.4736 3.8445
H -0.7638 -0.0358 2.3680
H 0.2689 0.0559 0.9325
H 1.6366 -1.9433 1.8056
H 0.6175 -1.9779 3.2223
H -0.2222 -3.6985 1.6804
H -1.3853 -2.3917 1.7665
H 1.8463 -0.0582 -2.5504
H 0.7987 -1.4054 -3.2052
H 0.4264 0.2517 -3.6206
H -5.3825 -1.0241 -3.5884
H -4.6656 -2.4981 -1.7377
*
```

As for the SMILES: CCCCCCCCC(=O)c1c(OC)oc(C=O)cc1=O. For the relative energy (zero: lowest compared OMol25 entry of this formula, charge and spin), the calculation gives 316.3 kJ/mol. The calculation puts the strongest force on any atom at 3.69 eV Å⁻¹. The HOMO-LUMO gap is 8.84 eV.

***

Computed, not measured: an isolated molecule of C16H22O5 in a non-equilibrium geometry, with wB97M-V/def2-TZVPD.

ORCA input file:
```
! RIJCOSX wB97M-V def2-TZVPD def2/J DEFGRID3
* xyz 0 1
O -2.2487 -2.8713 -0.2364
C -1.2379 -2.2763 -1.0114
C 0.1111 -2.2263 -0.2857
C 1.1541 -1.4387 -1.0897
C 2.5720 -1.6431 -0.5520
C 2.7937 -0.8107 0.7048
O 4.1043 -1.0024 1.1761
C 2.5647 0.6606 0.3400
O 2.8006 1.4998 1.4413
C 1.1341 0.8650 -0.2218
C 1.0681 2.2719 -0.8483
C -0.3236 2.8961 -0.8471
C -1.3885 1.8986 -1.3017
C -1.8901 1.0743 -0.1499
C -3.2522 0.8084 -0.0480
C -3.7913 0.1094 1.0147
C -2.9584 -0.3301 2.0300
C -1.6010 -0.0926 1.9455
C -1.0550 0.5921 0.8590
O 0.3128 0.7344 0.9325
O 0.8215 -0.0545 -1.2316
H -2.4127 -2.3165 0.5361
H -1.5294 -1.2629 -1.3147
H -1.1529 -2.8942 -1.9088
H -0.0276 -1.7778 0.6978
H 0.4742 -3.2445 -0.1407
H 1.1137 -1.7941 -2.1272
H 2.7440 -2.6959 -0.3340
H 3.3046 -1.3262 -1.2967
H 2.0749 -1.0985 1.4903
H 4.3426 -0.2202 1.6919
H 3.2927 0.9477 -0.4269
H 2.0302 1.4359 2.0225
H 1.4259 2.1648 -1.8729
H 1.7576 2.9173 -0.3011
H -0.3095 3.7597 -1.5143
H -0.5709 3.2568 0.1543
H -0.9624 1.2484 -2.0709
H -2.2358 2.4287 -1.7408
H -3.9045 1.1720 -0.8288
H -4.8526 -0.0787 1.0581
H -3.3598 -0.8591 2.8812
H -0.9325 -0.4272 2.7252
*
```

As for the SMILES: OCC[C@@H]1C[C@@H](O)[C@H](O)[C@@]2(CCCc3ccccc3O2)O1. For the relative energy (zero: lowest compared OMol25 entry of this formula, charge and spin), the calculation gives 89.4 kJ/mol. The calculation puts the strongest force on any atom at 1.03 eV Å⁻¹. The HOMO-LUMO gap is 9.64 eV.

***

Computed, not measured: a structure of composition C16H23AlB3BrCaClF3N3O15P in a non-equilibrium geometry, with wB97M-V/def2-TZVPD.

ORCA input file:
```
! RIJCOSX wB97M-V def2-TZVPD def2/J DEFGRID3
* xyz 0 1
C 0.1479 -4.1799 1.7071
C -0.6757 -3.6053 2.3621
C -1.7012 -2.8740 3.1472
B -2.2901 -1.7241 2.2443
O -3.4872 -1.0548 2.4721
B -3.4901 0.2412 1.9787
C -4.8463 1.0489 1.7631
C -4.9132 2.1097 2.8304
O -5.1583 1.9095 3.9726
F -4.6995 3.3727 2.4258
O -2.3036 0.9178 1.6771
B -1.2322 0.0700 1.4790
P 0.6039 0.5245 1.7323
N 1.0661 -0.3184 2.9716
O 0.6798 2.1246 1.9870
O 1.4572 0.0844 0.4159
O -1.5438 -1.2531 1.1348
H 0.7582 -4.6131 0.9509
H -2.4439 -3.5547 3.5610
H -1.1387 -2.3665 3.9429
H -5.7052 0.3858 1.8634
H -4.8342 1.4999 0.7679
H 1.3737 0.2680 3.7408
H 1.1822 2.2626 2.7995
H 0.8154 0.0265 -0.3347
Ca -0.5160 -0.4911 -1.8372
C 0.8034 1.4653 -5.8364
O 0.4476 2.5639 -6.4295
O 0.4503 1.2753 -4.6391
O 1.4510 0.5429 -6.3827
Al 1.8253 -3.2424 -2.1076
C 1.6480 -3.3691 6.4194
C 0.1594 -3.2567 6.6339
O -0.3434 -4.3577 5.8981
C 0.6386 -5.3136 5.9049
O 0.4701 -6.4470 5.6161
O 1.8237 -4.7819 6.2947
F -0.3349 -2.1050 6.1060
H 1.9643 -2.8775 5.4971
H 2.2277 -2.9758 7.2509
H -0.1588 -3.3398 7.6745
Cl 2.6550 3.1970 -6.7722
O -1.2514 4.9785 -7.6472
H -0.8799 4.2163 -7.1615
F 4.1588 3.5049 -4.2883
C 4.8779 4.5422 -3.8440
C 5.6906 4.3809 -2.7373
C 6.4365 5.4607 -2.2858
C 6.3547 6.6847 -2.9361
C 5.5290 6.8283 -4.0441
C 4.7876 5.7510 -4.5073
H 5.7346 3.4205 -2.2405
H 7.0824 5.3465 -1.4249
H 6.9348 7.5260 -2.5795
H 5.4615 7.7825 -4.5494
H 4.1441 5.8379 -5.3730
C -1.0997 -5.2138 -4.0813
O -0.5559 -4.1293 -3.8939
N -2.1946 -5.6100 -3.3753
N -0.6485 -6.0970 -5.0102
H -2.6557 -6.4891 -3.5128
H -2.5503 -4.9770 -2.6840
H 0.1548 -5.8282 -5.5485
H -1.0751 -6.9868 -5.1845
Br -2.4390 3.8152 -8.6144
O -8.1737 2.5344 5.1722
H -8.6585 2.9481 4.4520
H -7.3708 2.1969 4.7604
*
```

The calculation puts the strongest force on any atom at 4.40 eV Å⁻¹. The HOMO-LUMO gap is 4.55 eV.

***

Computed, not measured: a structure of composition C16H23AsN5PtS3, with wB97M-V/def2-TZVPD.

ORCA input file:
```
! RIJCOSX wB97M-V def2-TZVPD def2/J DEFGRID3
* xyz 1 3
Pt -0.0904 0.0524 -0.1380
C 0.9396 -0.3265 -3.4382
C -0.3678 -1.0211 -3.2798
C -0.9400 -1.7083 -4.3696
C -2.1132 -2.3821 -4.2029
C -2.7673 -2.3418 -2.9511
C -3.9788 -3.0203 -2.7075
C -4.6021 -2.9197 -1.4944
C -4.0466 -2.1201 -0.4899
C -2.8468 -1.4673 -0.6772
S -2.1987 -0.5098 0.6169
C -2.1613 -1.5816 -1.9213
N -0.9638 -0.9677 -2.1019
H 1.3636 -0.5060 -4.4214
H 1.6305 -0.6708 -2.6696
H 0.8033 0.7460 -3.3008
H -0.4252 -1.7069 -5.3200
H -2.5563 -2.9480 -5.0152
H -4.4000 -3.6273 -3.5087
H -5.5319 -3.4437 -1.3011
H -4.5558 -2.0174 0.4619
C -0.7994 5.5365 0.6695
C 0.3231 4.7528 0.1216
N 1.4106 5.2071 -0.4071
N 2.1189 4.1145 -0.7868
C 1.4756 2.9679 -0.5137
S 1.9733 1.4173 -0.8502
N 0.3125 3.3751 0.0800
N -0.6670 2.5173 0.5433
H -0.5832 6.5955 0.5740
H -0.9589 5.3030 1.7239
H -1.7189 5.3186 0.1171
H 3.0232 4.2193 -1.2090
H -1.5860 2.9044 0.3899
H -0.5292 2.2981 1.5216
C 1.6175 -3.1205 3.4837
As 2.1948 -1.2684 3.2638
C 2.4410 -0.5701 5.0663
C 3.9594 -1.3699 2.4481
S 0.9507 0.1431 2.3156
H 2.2895 -3.5863 4.2060
H 1.6847 -3.6504 2.5358
H 0.5939 -3.1588 3.8529
H 3.1256 -1.1998 5.6426
H 1.4755 -0.5372 5.5604
H 2.8378 0.4353 4.9974
H 4.6530 -1.8441 3.1391
H 4.2921 -0.3643 2.2139
H 3.8989 -1.9481 1.5301
*
```

For the relative energy (zero: lowest compared OMol25 entry of this formula, charge and spin), the calculation gives 0.0 kJ/mol. The calculation puts the strongest force on any atom at 0.98 eV Å⁻¹. The HOMO-LUMO gap (alpha / beta) is 6.89 / 6.05 eV.

***

Q: Among the records above, which one has the highest strongest force on any atom?
A: C16H22O4S